Computed, not measured: a structure of composition C46H38MnN2OP2Si in a non-equilibrium geometry, with ωB97M-V/def2-TZVPD.

```
91
Properties=species:S:1:pos:R:3:lowdin_charge:R:1
Mn 0.43 0.11 0.18 0.478
C 3.85 1.77 0.61 -0.151
Si 2.60 0.70 -0.22 0.750
C 1.12 1.90 -0.85 -0.372
C 1.59 2.35 -2.10 -0.092
C 1.60 3.70 -2.41 -0.021
C 1.10 4.63 -1.52 -0.015
C 0.58 4.22 -0.29 -0.035
C 0.63 2.89 0.05 -0.342
P 0.03 2.03 1.54 1.106
C 0.91 2.45 3.03 -0.366
C 0.82 3.72 3.60 -0.076
C 1.54 4.02 4.74 -0.049
C 2.35 3.05 5.32 -0.043
C 2.44 1.78 4.76 -0.052
C 1.72 1.47 3.62 -0.093
C -1.72 2.37 1.69 -0.297
C -2.49 2.49 0.40 -0.166
C -4.03 2.27 0.57 -0.163
C -4.58 2.34 1.96 -0.022
C -3.78 2.36 3.02 -0.048
C -2.33 2.31 2.88 -0.038
C 3.27 -0.40 -1.57 -0.299
C 4.61 -0.33 -1.96 -0.068
C 5.11 -1.21 -2.91 -0.038
C 4.29 -2.17 -3.47 -0.031
C 2.95 -2.25 -3.10 -0.056
C 2.44 -1.38 -2.15 -0.350
P 0.69 -1.41 -1.67 1.100
C -0.26 -1.10 -3.18 -0.330
C -0.71 0.18 -3.48 -0.103
C -1.37 0.42 -4.68 -0.057
C -1.58 -0.62 -5.57 -0.049
C -1.14 -1.90 -5.27 -0.047
C -0.48 -2.14 -4.08 -0.080
C 0.26 -3.07 -1.12 -0.358
C -1.07 -3.48 -1.15 -0.091
C -1.41 -4.72 -0.63 -0.055
C -0.43 -5.54 -0.09 -0.053
C 0.90 -5.13 -0.06 -0.055
C 1.25 -3.89 -0.57 -0.072
H 4.24 2.51 -0.10 0.060
H 4.70 1.20 0.99 0.054
H 3.39 2.30 1.44 0.028
H 1.97 1.64 -2.83 0.115
H 1.99 4.02 -3.37 0.125
H 1.10 5.68 -1.77 0.125
H 0.16 4.95 0.40 0.123
H 0.17 4.47 3.16 0.113
H 1.47 5.00 5.18 0.118
H 2.92 3.28 6.21 0.119
H 3.06 1.02 5.23 0.117
H 1.76 0.48 3.19 0.098
H -2.22 3.40 -0.12 0.141
H -4.59 2.95 -0.08 0.155
H -5.66 2.38 2.07 0.123
H -4.20 2.42 4.02 0.114
H -1.73 2.21 3.78 0.115
H 5.27 0.42 -1.52 0.108
H 6.15 -1.14 -3.20 0.121
H 4.68 -2.86 -4.21 0.122
H 2.32 -3.01 -3.54 0.115
H -0.54 0.99 -2.79 0.066
H -1.72 1.42 -4.91 0.114
H -2.10 -0.43 -6.51 0.118
H -1.31 -2.71 -5.97 0.118
H -0.16 -3.15 -3.85 0.111
H -1.83 -2.84 -1.58 0.116
H -2.44 -5.05 -0.65 0.117
H -0.70 -6.51 0.30 0.118
H 1.66 -5.77 0.36 0.117
H 2.28 -3.56 -0.54 0.114
O 0.42 -1.28 1.37 -0.226
C -0.59 -2.01 1.84 -0.309
C -0.25 -3.10 2.66 -0.001
C -1.21 -3.93 3.19 -0.043
C -2.57 -3.70 2.91 -0.061
C -2.91 -2.63 2.12 -0.023
C -1.95 -1.76 1.58 -0.083
C -2.39 -0.63 0.77 -0.245
N -1.62 0.11 0.00 0.018
C -2.44 1.21 -0.51 -0.181
C -3.91 0.89 -0.12 -0.137
N -3.68 -0.25 0.75 0.159
H 0.80 -3.26 2.85 0.128
H -0.92 -4.76 3.81 0.120
H -3.33 -4.36 3.31 0.115
H -3.96 -2.49 1.90 0.113
H -2.25 1.42 -1.56 0.134
H -4.64 0.66 -0.90 0.156
H -4.39 -0.64 1.35 0.149
```

⟨S²⟩: 4.0011
Total charge: +2
2S+1: 4
Orbital gap (spin up / spin down): 0.2351 / 0.2659 Ha
Total energy: -4083.19762 a.u.


Computed, not measured: a structure of composition C46H39AsAuBrN2O6P, with ωB97M-V/def2-TZVPD.

```
97
Properties=species:S:1:pos:R:3:lowdin_charge:R:1
Au 0.58 0.84 0.41 0.849
O 2.28 2.52 2.99 0.066
C 2.52 1.38 2.63 -0.624
O 1.69 0.45 2.32 -0.146
C 3.97 0.96 2.46 -0.040
C 4.27 -0.04 1.47 0.071
C 5.55 -0.45 1.19 0.071
C 6.53 0.14 1.96 -0.145
O 7.84 -0.05 1.92 0.123
C 8.44 0.80 2.90 -0.051
O 7.38 1.53 3.51 0.120
C 6.24 1.13 2.95 -0.145
C 4.96 1.57 3.21 0.101
H 3.44 -0.46 0.90 0.096
H 5.75 -1.16 0.40 0.130
H 9.12 1.49 2.41 0.161
H 8.94 0.19 3.65 0.161
H 4.73 2.35 3.93 0.148
N 0.35 3.93 0.97 0.141
C 1.47 3.78 0.21 -0.373
C 2.18 4.90 -0.24 -0.003
C 3.30 4.72 -1.01 -0.046
C 3.72 3.43 -1.33 -0.047
C 2.97 2.38 -0.87 -0.105
N 1.85 2.54 -0.13 -0.005
H 0.21 4.84 1.38 0.108
H 0.16 3.17 1.62 0.056
H 1.84 5.89 0.03 0.118
H 3.86 5.58 -1.37 0.117
H 4.60 3.24 -1.92 0.112
H 3.25 1.36 -1.08 0.091
Br -0.21 0.47 -2.26 0.917
C 1.25 -0.01 -3.43 -0.504
C 0.95 0.25 -4.76 -0.139
C 1.87 -0.07 -5.74 -0.070
C 3.09 -0.63 -5.38 -0.061
C 3.37 -0.86 -4.05 -0.015
C 2.47 -0.56 -3.03 -0.141
C 2.94 -0.84 -1.60 -0.660
O 4.15 -1.07 -1.45 0.002
O 2.08 -0.76 -0.67 -0.171
H 0.00 0.69 -5.02 0.081
H 1.64 0.13 -6.78 0.110
H 3.81 -0.89 -6.14 0.109
H 4.32 -1.28 -3.74 0.117
C -2.55 -0.48 0.12 -0.434
C -3.12 0.93 0.19 -0.442
As -4.79 1.21 -0.85 1.311
C -4.09 0.61 -2.57 -0.425
C -3.91 -0.73 -2.94 -0.132
C -3.34 -1.05 -4.16 -0.080
C -2.93 -0.04 -5.03 -0.101
C -3.11 1.29 -4.68 -0.101
C -3.69 1.61 -3.45 -0.142
C -5.75 -0.38 -0.25 -0.426
C -6.65 -1.02 -1.10 -0.125
C -7.41 -2.09 -0.65 -0.077
C -7.28 -2.53 0.65 -0.082
C -6.40 -1.89 1.51 -0.081
C -5.64 -0.82 1.06 -0.136
P -1.04 -0.63 1.12 0.940
C -0.45 -2.32 0.96 -0.352
C -0.95 -3.19 0.00 -0.071
C -0.41 -4.47 -0.11 -0.065
C 0.62 -4.86 0.72 -0.065
C 1.13 -3.99 1.68 -0.061
C 0.60 -2.72 1.80 -0.081
C -1.59 -0.41 2.82 -0.346
C -1.21 0.70 3.58 -0.085
C -1.74 0.87 4.86 -0.061
C -2.63 -0.06 5.37 -0.065
C -3.00 -1.17 4.62 -0.067
C -2.48 -1.34 3.35 -0.084
H -2.30 -0.74 -0.90 0.015
H -3.27 -1.22 0.49 0.075
H -2.41 1.67 -0.19 0.040
H -3.34 1.22 1.23 0.056
H -4.24 -1.52 -2.28 0.099
H -3.21 -2.09 -4.44 0.108
H -2.49 -0.30 -5.98 0.106
H -2.81 2.07 -5.36 0.107
H -3.83 2.65 -3.19 0.092
H -6.77 -0.68 -2.13 0.104
H -8.10 -2.58 -1.33 0.107
H -7.87 -3.37 1.01 0.105
H -6.30 -2.23 2.54 0.103
H -4.97 -0.33 1.76 0.089
H -1.75 -2.89 -0.66 0.100
H -0.80 -5.15 -0.86 0.109
H 1.04 -5.86 0.63 0.109
H 1.93 -4.30 2.32 0.109
H 1.00 -2.02 2.53 0.102
H -0.49 1.40 3.20 0.072
H -1.44 1.72 5.45 0.111
H -3.04 0.07 6.36 0.110
H -3.69 -1.90 5.02 0.110
H -2.76 -2.21 2.76 0.115
```

⟨S²⟩: 2.0221
Total charge: +1
ΔE to the lowest compared entry with this formula, charge and spin: 0.000 eV
2S+1: 3
Orbital gap (spin up / spin down): 0.2953 / 0.1646 Ha
Total energy: -7623.86228 a.u.